Formula: C49H103F6N5O8S2
Source: the Open Molecules 2025 dataset
Level of theory: ωB97M-V/def2-TZVPD

The geometry in XYZ format:
```
173
Properties=species:S:1:pos:R:3:mulliken_charge:R:1
C -9.778 -2.400 -4.251 -1.424
C -9.253 -2.020 -2.899 -0.112
C -8.540 -0.590 -2.820 -0.668
N -8.218 -0.104 -1.372 0.033
C -9.460 0.069 -0.529 -0.585
C -9.215 0.816 0.801 -0.802
C -8.773 2.239 0.526 -0.643
C -7.423 2.139 -0.162 -0.687
C -7.544 1.335 -1.527 -0.666
C -7.204 -1.029 -0.664 -1.063
H -10.396 -1.632 -4.717 0.355
H -10.291 -3.361 -4.274 0.368
H -8.856 -2.571 -4.807 0.348
H -8.479 -2.769 -2.727 0.271
H -10.089 -2.037 -2.200 0.262
H -9.106 0.122 -3.419 0.403
H -7.542 -0.527 -3.253 0.453
H -10.058 0.648 -1.231 0.402
H -9.944 -0.898 -0.391 0.477
H -10.157 0.614 1.310 0.384
H -8.490 0.302 1.431 0.335
H -9.375 2.801 -0.189 0.311
H -8.885 2.800 1.453 0.394
H -7.092 3.174 -0.246 0.397
H -6.689 1.660 0.486 0.325
H -8.211 1.860 -2.209 0.434
H -6.624 1.167 -2.087 0.499
H -6.887 -0.571 0.273 0.419
H -6.384 -1.287 -1.334 0.363
H -7.774 -1.957 -0.627 0.414
C -2.380 -5.887 -2.712 -1.493
C -2.453 -6.708 -1.458 -0.281
C -3.120 -6.031 -0.201 -0.595
N -2.815 -6.903 1.140 -0.099
C -1.301 -6.975 1.496 -0.802
C -1.124 -7.389 3.011 -0.758
C -1.771 -6.479 4.008 -0.613
C -3.279 -6.418 3.701 -0.802
C -3.590 -6.063 2.225 -0.571
C -3.290 -8.350 0.943 -0.967
H -3.374 -5.524 -2.972 0.358
H -2.044 -6.374 -3.627 0.376
H -1.865 -4.934 -2.593 0.357
H -1.491 -7.155 -1.206 0.328
H -2.969 -7.648 -1.655 0.344
H -4.177 -5.899 -0.430 0.462
H -2.579 -5.128 0.083 0.522
H -0.775 -6.081 1.161 0.557
H -0.838 -7.681 0.807 0.494
H -0.059 -7.528 3.196 0.433
H -1.501 -8.405 3.136 0.301
H -1.395 -5.462 3.900 0.334
H -1.580 -6.830 5.022 0.373
H -3.867 -5.780 4.361 0.378
H -3.568 -7.465 3.786 0.312
H -3.379 -4.994 2.204 0.433
H -4.617 -6.274 1.925 0.464
H -4.239 -8.280 0.412 0.359
H -3.390 -8.826 1.919 0.398
H -2.600 -8.765 0.208 0.400
C 10.174 -2.050 -2.171 -1.395
C 9.271 -1.063 -3.008 -0.226
C 8.796 -1.786 -4.298 -0.712
N 7.733 -1.040 -5.202 -0.061
C 7.418 -1.988 -6.449 -0.569
C 6.194 -1.498 -7.335 -0.640
C 4.908 -1.247 -6.497 -0.689
C 5.176 -0.410 -5.275 -0.843
C 6.399 -0.888 -4.401 -0.800
C 8.333 0.301 -5.640 -0.950
H 10.486 -1.440 -1.323 0.415
H 11.096 -2.332 -2.680 0.370
H 9.637 -2.878 -1.708 0.366
H 9.775 -0.132 -3.268 0.344
H 8.438 -0.810 -2.353 0.286
H 8.361 -2.746 -4.021 0.371
H 9.589 -2.018 -5.009 0.464
H 7.031 -2.863 -5.927 0.426
H 8.384 -2.038 -6.951 0.436
H 5.999 -2.292 -8.056 0.372
H 6.367 -0.540 -7.826 0.324
H 4.463 -2.161 -6.104 0.342
H 4.145 -0.865 -7.175 0.371
H 4.291 -0.357 -4.641 0.427
H 5.422 0.649 -5.353 0.400
H 6.175 -1.900 -4.063 0.511
H 6.683 -0.226 -3.583 0.517
H 9.311 0.065 -6.060 0.342
H 8.531 0.968 -4.802 0.378
H 7.627 0.814 -6.293 0.422
C 3.729 0.332 6.347 -1.486
C 2.291 0.264 6.862 -0.401
C 1.378 1.337 6.221 -0.587
N -0.006 1.538 6.929 0.118
C 0.273 2.377 8.254 -0.533
C -0.962 2.365 9.202 -0.702
C -1.465 1.007 9.629 -0.640
C -1.766 0.188 8.275 -0.989
C -0.656 0.248 7.335 -0.736
C -0.936 2.380 6.010 -0.926
H 3.834 -0.043 5.328 0.344
H 4.547 -0.086 6.933 0.385
H 4.152 1.337 6.359 0.364
H 2.296 0.164 7.948 0.433
H 1.846 -0.696 6.600 0.341
H 1.110 0.979 5.227 0.489
H 1.890 2.299 6.260 0.347
H 1.142 1.889 8.693 0.429
H 0.573 3.383 7.960 0.384
H -0.789 3.087 10.001 0.409
H -1.827 2.837 8.736 0.304
H -0.878 0.318 10.237 0.351
H -2.397 1.107 10.186 0.364
H -2.038 -0.831 8.549 0.396
H -2.681 0.570 7.821 0.351
H 0.090 -0.408 7.783 0.379
H -0.724 -0.295 6.392 0.689
H -0.396 3.278 5.708 0.349
H -1.747 2.571 6.713 0.405
H -1.158 1.930 5.043 0.369
C 0.343 4.982 -5.231 -1.456
C -0.024 6.153 -4.251 -0.225
C 0.510 5.978 -2.791 -0.626
N 0.090 7.196 -1.852 0.245
C 0.468 6.690 -0.450 -0.847
C 0.397 7.691 0.681 -0.661
C 1.246 8.928 0.364 -0.717
C 0.824 9.498 -0.989 -0.653
C 0.951 8.482 -2.141 -0.589
C -1.406 7.608 -1.879 -1.054
H 0.049 5.193 -6.259 0.387
H -0.118 4.060 -4.877 0.389
H 1.431 4.922 -5.247 0.363
H -1.098 6.284 -4.386 0.268
H 0.514 6.961 -4.747 0.266
H 1.589 5.865 -2.893 0.345
H 0.126 5.042 -2.385 0.479
H 1.521 6.446 -0.593 0.517
H 0.009 5.726 -0.234 0.575
H 0.654 7.286 1.660 0.384
H -0.618 8.090 0.683 0.253
H 2.299 8.653 0.311 0.351
H 1.156 9.670 1.158 0.389
H 1.447 10.370 -1.187 0.401
H -0.211 9.842 -0.981 0.275
H 1.996 8.182 -2.226 0.443
H 0.618 8.931 -3.077 0.377
H -1.953 6.737 -1.520 0.364
H -1.736 7.855 -2.889 0.299
H -1.630 8.471 -1.253 0.454
C 0.242 -1.186 -0.745 -0.648
C -0.868 -0.379 -0.042 0.587
O -1.266 -0.866 1.041 -0.745
O -1.444 0.586 -0.583 -0.758
H 1.195 -0.841 -0.345 0.170
H 0.265 -1.074 -1.829 0.272
H 0.165 -2.253 -0.536 0.131
C 5.284 -4.793 0.232 0.560
F 6.324 -5.460 0.710 -0.208
F 4.310 -4.585 1.166 -0.228
F 5.666 -3.613 -0.236 -0.215
S 4.610 -5.840 -1.300 1.060
O 4.378 -7.102 -0.656 -0.681
O 3.410 -5.235 -1.841 -0.634
O 5.653 -5.875 -2.290 -0.655
C 5.865 3.602 0.733 0.559
F 6.005 4.170 1.945 -0.234
F 6.615 2.530 0.550 -0.214
F 4.659 3.360 0.484 -0.197
S 6.581 4.986 -0.620 1.014
O 5.904 6.197 -0.255 -0.630
O 8.028 5.033 -0.358 -0.655
O 6.208 4.433 -1.949 -0.641
```

Its charge is +2. The calculation puts the strongest force on any atom at 7.09 eV/Å. Its HOMO-LUMO gap is 0.206 Eh. The value obtained for the HOMO energy is -9.19 eV.